Here is C34H30IN6O6PtS2 as an isolated structure from the Open Molecules 2025 dataset. Energies are from ωB97M-V/def2-TZVPD.

```
80
Properties=species:S:1:pos:R:3:forces:R:3
Pt -0.71691 0.49964 0.71154 -0.100 0.102 -0.278
O 6.03458 -3.68798 1.67517 -0.071 0.088 -0.004
C 5.10598 -3.28741 0.81265 0.121 -0.048 -0.029
O 5.19819 -3.48214 -0.36581 -0.034 -0.002 0.002
C 3.91181 -2.52304 1.30758 -0.062 0.006 -0.019
C 2.69653 -2.74771 0.61378 0.057 -0.032 0.031
C 1.59944 -2.00357 0.88901 -0.037 0.116 0.038
C 1.65606 -0.96407 1.87788 0.147 -0.148 0.024
C 2.88484 -0.78455 2.61587 -0.138 -0.035 -0.070
C 3.98054 -1.53827 2.30868 0.057 -0.040 0.012
N 0.58678 -0.19597 2.08247 -0.080 0.101 0.183
C 0.43319 0.53065 3.28914 0.074 -0.135 -0.249
C -0.73752 1.24938 3.44279 -0.114 0.036 0.101
C -1.12782 1.87977 4.64360 0.027 -0.021 -0.012
C -2.34981 2.50020 4.71443 0.009 -0.005 0.020
C -3.19561 2.48037 3.60106 -0.052 -0.007 -0.018
C -2.76995 1.86559 2.44020 0.023 -0.071 0.037
N -1.56914 1.29307 2.34901 0.047 -0.091 0.020
H 5.78763 -3.53957 2.59742 0.022 -0.034 0.018
H 2.67987 -3.52175 -0.14158 -0.016 -0.013 0.011
H 0.66441 -2.17752 0.37894 -0.001 0.008 -0.011
H 2.96706 0.00231 3.34938 0.017 0.005 0.008
H 4.91828 -1.34518 2.81524 -0.010 0.014 0.010
H 1.14095 0.40998 4.08902 0.018 -0.008 0.040
H -0.46066 1.84509 5.49366 0.000 0.014 0.000
H -2.66194 2.98675 5.62844 -0.010 -0.005 -0.001
H -4.17613 2.93260 3.63225 0.006 0.009 0.000
H -3.40103 1.81236 1.56439 0.006 0.036 -0.017
N -3.03744 1.59822 -2.64561 -0.034 0.021 0.006
C -3.03684 2.97484 -2.87829 0.064 -0.039 0.028
C -3.72633 3.49948 -3.95896 0.059 0.043 -0.006
C -3.69873 4.86583 -4.16844 -0.002 0.030 -0.005
C -2.98685 5.72156 -3.31181 -0.015 -0.003 -0.025
C -2.30271 5.21417 -2.23504 -0.007 -0.080 -0.029
C -2.33114 3.82788 -2.00599 -0.092 0.081 -0.141
S -1.45386 3.21365 -0.69207 -0.122 0.023 0.259
N -1.91512 1.61885 -0.60877 0.291 0.055 -0.136
C -2.54334 0.98407 -1.57422 -0.083 -0.157 0.011
C -2.71353 -0.48495 -1.40613 0.144 0.298 0.000
C -3.29880 -1.29601 -2.35412 -0.048 -0.140 0.002
C -3.34339 -2.66822 -2.11619 -0.010 0.067 -0.016
C -2.80837 -3.15772 -0.94333 -0.002 -0.037 0.028
C -2.25074 -2.26900 -0.02831 -0.098 0.046 0.048
N -2.21172 -0.96405 -0.25670 0.031 -0.133 0.011
H -3.47499 1.02845 -3.35682 -0.046 0.002 0.030
H -4.27395 2.85054 -4.63093 -0.007 -0.004 0.004
H -4.23712 5.28213 -5.00939 0.008 0.005 0.000
H -2.97967 6.78621 -3.50012 -0.004 -0.003 -0.011
H -1.74887 5.86477 -1.56988 -0.005 -0.002 0.012
H -3.71445 -0.91477 -3.27685 0.005 0.010 0.003
H -3.78796 -3.33172 -2.84535 0.004 -0.004 -0.001
H -2.81395 -4.21666 -0.72581 -0.011 0.003 0.008
H -1.84604 -2.58853 0.92088 0.028 -0.008 0.010
N -3.77725 -2.55383 4.05838 0.038 -0.013 0.010
C -2.50743 -2.41978 3.65058 0.010 0.153 0.090
O -2.15799 -1.56116 2.83857 -0.023 -0.182 0.107
C -1.52861 -3.40724 4.24164 -0.003 -0.047 -0.054
I -0.11854 -2.43110 5.49865 0.035 0.068 0.012
H -4.47688 -1.91479 3.71791 -0.001 0.001 0.003
H -4.05101 -3.24516 4.73577 -0.012 0.014 0.009
H -0.95610 -3.87649 3.44661 -0.009 0.000 -0.004
H -1.99921 -4.16990 4.85398 -0.019 -0.008 -0.033
C 6.05902 -0.81188 -4.20133 -0.026 0.006 0.068
C 4.83814 -0.35681 -3.45652 0.083 0.008 -0.049
C 4.54655 1.00333 -3.33432 0.000 0.066 0.010
C 3.40263 1.43812 -2.69468 0.056 -0.057 0.070
C 2.54077 0.48833 -2.14824 0.075 0.022 -0.160
C 2.80232 -0.87226 -2.25554 0.071 0.020 0.027
C 3.95585 -1.28133 -2.90237 -0.033 -0.057 0.045
S 1.09064 1.07931 -1.41547 -0.067 -0.092 0.531
O 1.34575 1.81662 -0.16554 -0.011 0.041 -0.156
O 0.30784 1.82153 -2.37530 -0.004 -0.054 -0.171
O 0.31890 -0.17810 -0.93821 -0.025 0.189 -0.187
H 6.86117 -0.07928 -4.13528 -0.006 0.011 -0.009
H 5.81671 -0.94467 -5.25755 0.015 -0.004 -0.009
H 6.42458 -1.76429 -3.82148 -0.014 -0.009 -0.004
H 5.22952 1.73348 -3.74927 -0.004 -0.006 -0.012
H 3.19354 2.49632 -2.60773 -0.032 0.001 -0.018
H 2.11752 -1.59856 -1.84611 -0.044 0.015 -0.038
H 4.17787 -2.33853 -2.97509 -0.007 0.003 -0.010
```
Forces are in eV/Å.

Results
calculated total energy	-89962.2424	eV
multiplicity	5
total charge	+3
highest occupied orbital energy (alpha / beta)	-14.76 / -15.51	eV
E_LUMO (alpha / beta)	-9.09 / -10.86	eV
strongest force on any atom	0.54	eV Å⁻¹
orbital gap (alpha / beta)	5.67 / 4.65	eV
energy relative to the best compared isomer or geometry (same formula, charge and spin)	0.00	kJ/mol